1.
{
  "formula": "C5H8N2O5PS2",
  "method": "ωB97M-V/def2-TZVPD",
  "symbols": ["C", "C", "C", "C", "C", "N", "N", "O", "O", "O", "O", "O", "P", "S", "S", "H", "H", "H", "H", "H", "H", "H", "H"],
  "coordinates": [[-2.7144, 0.7105, 1.5936], [-1.3668, 0.5633, 1.3135], [-2.2820, -0.3382, -0.6909], [0.0382, -0.1488, -0.4469], [1.0176, -1.4335, 0.3262], [-1.1961, 0.0341, 0.0505], [2.3647, -1.4960, -0.1246], [-0.0310, 2.5541, -0.6315], [1.8239, 1.4793, -1.9693], [1.8254, 1.4447, 0.6938], [-0.3268, 0.9400, 2.0426], [0.2682, -2.6361, 0.1159], [0.9590, 1.4918, -0.5485], [-2.1822, -0.9511, -2.2791], [-3.6694, -0.0503, 0.4016], [-3.3333, 1.0752, 2.4325], [-0.0643, -0.4772, -1.5344], [1.0223, -1.2397, 1.4067], [2.6353, -0.9432, -0.9534], [1.5383, 2.3801, -2.4518], [3.0041, -1.2345, 0.6231], [0.6464, 1.1571, 1.4770], [0.0231, -2.8815, -0.8465]],
  "energy_ev": -49495.3635,
  "orbital_gap_ev": 7.23,
  "max_force_ev_per_a": 7.05,
  "total_charge": -1,
  "smiles": "N[C@H](O)[C@@H](n1c(O)csc1=S)[P@@](=O)([O-])O",
  "homo_ev": -4.292
}

=====

2.
{
  "formula": "C5H8N2OS",
  "method": "ωB97M-V/def2-TZVPD",
  "symbols": ["C", "C", "C", "C", "C", "N", "N", "O", "S", "H", "H", "H", "H", "H", "H", "H", "H"],
  "coordinates": [[0.1661, 0.7618, -2.0079], [-0.8062, 0.3739, -1.1123], [1.3726, 0.6645, -1.2892], [-2.2777, 0.2423, -1.2654], [0.8752, -1.3190, 3.5594], [-0.1688, 0.0837, 0.0428], [1.1617, 0.2524, -0.0525], [2.6105, 0.9285, -1.7462], [-0.1420, -2.0694, 4.5498], [0.0407, 1.0703, -3.0238], [-2.7184, -0.1886, -0.3691], [-2.5095, -0.3996, -2.1137], [-2.7336, 1.2146, -1.4477], [1.1050, -0.2663, 3.6679], [1.3606, -1.8335, 2.7398], [-0.5689, -0.2474, 0.9057], [3.2326, 0.7319, -1.0377]],
  "energy_ev": -21176.2414,
  "orbital_gap_ev": 8.36,
  "max_force_ev_per_a": 0.89,
  "total_charge": 0,
  "smiles": "Cc1cc(O)n[nH]1.C=S",
  "homo_ev": -8.868
}

=====

3.
{
  "formula": "C5H8N2S",
  "method": "ωB97M-V/def2-TZVPD",
  "symbols": ["C", "C", "C", "C", "C", "H", "H", "H", "H", "H", "H", "H", "H", "N", "N", "S"],
  "coordinates": [[1.9181, -0.4829, 1.1769], [0.6226, -0.0350, 0.4322], [0.8135, 3.4158, 1.0229], [-0.0917, -1.0068, -0.0537], [-1.3524, -0.9962, -0.6937], [2.8399, 0.0405, 0.9498], [2.2121, -1.6205, 0.9563], [1.9245, -0.3117, 2.3042], [-0.5082, 1.7888, 0.3376], [-0.2500, 3.3327, 0.7483], [1.2955, 4.2518, 1.5359], [0.4339, -1.9738, -0.4157], [-2.1335, -0.0864, -0.7218], [0.2267, 1.3434, 0.7269], [1.3406, 2.2824, 1.1593], [-1.7654, -2.2607, -1.8878]],
  "energy_ev": -19125.3842,
  "orbital_gap_ev": 7.47,
  "max_force_ev_per_a": 8.01,
  "total_charge": 0,
  "smiles": "C=NN/C(C)=C\\C=S",
  "homo_ev": -8.266
}

=====

4.
{
  "formula": "C5H8N2S",
  "method": "ωB97M-V/def2-TZVPD",
  "symbols": ["C", "C", "C", "C", "C", "H", "H", "H", "H", "H", "H", "H", "H", "N", "N", "S"],
  "coordinates": [[-0.0310, 0.3751, 0.8505], [-0.3353, -0.8291, 0.9826], [-0.8703, -1.5786, -0.2026], [0.7045, -0.0429, -1.4305], [0.4674, 1.0066, -0.4833], [0.1002, 2.2589, 1.7313], [-0.1983, 1.0403, 2.7325], [-0.6123, -1.2286, 2.0542], [-0.9894, -1.3537, -2.1948], [0.7077, 0.2802, -2.4106], [1.6317, -0.7246, -1.0731], [1.3276, 1.4863, 0.0046], [-0.0769, 1.8852, -0.9497], [0.3544, 1.2855, 1.9222], [-0.4863, -0.8872, -1.3206], [-1.6937, -2.9736, -0.2127]],
  "energy_ev": -19128.4348,
  "orbital_gap_ev": 8.81,
  "max_force_ev_per_a": 8.72,
  "total_charge": 0,
  "smiles": "NC1=CC(=S)NCC1",
  "homo_ev": -8.293
}

=====

5.
{
  "formula": "C5H8N2S",
  "method": "ωB97M-V/def2-TZVPD",
  "symbols": ["C", "C", "C", "C", "C", "H", "H", "H", "H", "H", "H", "H", "H", "N", "N", "S"],
  "coordinates": [[2.1372, -0.0877, -0.0546], [0.8476, -0.1665, 0.7091], [-0.6887, -0.1740, 2.3818], [-1.4879, 0.1968, 1.2173], [-0.9442, 0.1602, -1.1086], [2.2049, -0.9789, -0.8426], [3.0163, -0.2667, 0.5727], [2.0459, 0.7593, -0.8646], [-1.0335, -1.2630, 2.5785], [-1.0150, 0.2942, 3.4235], [-2.5188, -0.3200, 0.9746], [-1.6466, 1.2814, 1.1367], [-2.0594, 0.2180, -1.1687], [0.6763, -0.0780, 1.9676], [-0.4133, -0.0443, 0.1177], [-0.0012, 0.0974, -2.4548]],
  "energy_ev": -19128.0943,
  "orbital_gap_ev": 8.66,
  "max_force_ev_per_a": 4.56,
  "total_charge": 0,
  "smiles": "CC1=NCCN1C=S",
  "homo_ev": -8.543
}

=====

6.
{
  "formula": "C5H8N2S",
  "method": "ωB97M-V/def2-TZVPD",
  "symbols": ["C", "C", "C", "C", "C", "H", "H", "H", "H", "H", "H", "H", "H", "N", "N", "S"],
  "coordinates": [[0.0072, -0.0368, 1.1740], [-1.0957, 0.9365, 0.7963], [-0.5405, -0.2254, -1.2375], [0.5673, -0.5158, -0.2161], [1.6942, -1.1194, -0.4589], [1.8845, 1.3396, 1.6658], [-0.5604, -0.9306, 1.4185], [-1.9319, 0.8484, 1.5643], [-0.7501, 2.0123, 0.6821], [-2.2351, 0.9832, -0.9120], [-0.0958, -1.1586, -2.8720], [2.3925, -1.1536, 0.3296], [1.7271, -1.5481, -1.5050], [-1.4753, 0.4986, -0.4953], [-0.7365, -0.4839, -2.4786], [1.1487, 0.5536, 2.5447]],
  "energy_ev": -19128.8605,
  "orbital_gap_ev": 9.58,
  "max_force_ev_per_a": 2.42,
  "total_charge": 0,
  "smiles": "[H]/N=C1/NC[C@H](S)C1=C",
  "homo_ev": -8.955
}

=====

7.
{
  "formula": "C5H8N2S",
  "method": "ωB97M-V/def2-TZVPD",
  "symbols": ["C", "C", "C", "C", "C", "H", "H", "H", "H", "H", "H", "H", "H", "N", "N", "S"],
  "coordinates": [[-2.4250, -0.3755, 0.4688], [0.0787, 1.0591, -0.1962], [1.4218, 1.1899, -0.2275], [1.9434, -0.1101, -0.2101], [0.9166, -1.1155, -0.3039], [-2.4181, -0.9928, 1.3359], [-2.2355, 0.7142, 0.6177], [-3.5842, -0.3066, 0.0575], [-1.6212, -0.6741, -1.4626], [-0.7115, 2.0068, -0.0029], [1.7775, 2.2523, -0.4945], [3.6541, 0.0295, 1.4319], [1.1184, -2.1610, -0.1414], [-1.4468, -0.7993, -0.5284], [-0.1669, -0.2327, -0.3311], [3.6988, -0.4842, -0.0135]],
  "energy_ev": -19126.1737,
  "orbital_gap_ev": 9.17,
  "max_force_ev_per_a": 6.36,
  "total_charge": 0,
  "smiles": "CNn1ccc(S)c1",
  "homo_ev": -8.321
}

=====

8.
{
  "formula": "C5H8N3",
  "method": "ωB97M-V/def2-TZVPD",
  "symbols": ["C", "C", "C", "C", "C", "N", "N", "N", "H", "H", "H", "H", "H", "H", "H", "H"],
  "coordinates": [[2.4225, 0.7917, -0.2174], [1.1396, 1.1461, 0.0025], [1.4420, -1.1387, 0.1319], [-1.3817, -1.4588, -0.1988], [-1.7968, 0.8616, 0.0888], [2.6026, -0.6035, -0.0012], [0.4254, -0.0410, 0.0130], [-0.9580, -0.2834, 0.0153], [3.3063, 1.4645, -0.1021], [0.7229, 2.1056, -0.1313], [1.0137, -2.1222, 0.4984], [-0.6196, -2.2710, -0.2239], [-2.4715, -1.6459, -0.1708], [-1.5340, 1.3822, 1.0052], [-2.7253, 0.4062, 0.1721], [-1.5882, 1.4067, -0.8816]],
  "energy_ev": -9771.9018,
  "orbital_gap_ev": [6.94, 7.24],
  "multiplicity": 3,
  "max_force_ev_per_a": 7.74,
  "total_charge": 1,
  "homo_ev": [-10.734, -15.420]
}

=====

9.
{
  "formula": "C5H8N3O",
  "method": "ωB97M-V/def2-TZVPD",
  "symbols": ["C", "C", "C", "C", "C", "N", "N", "N", "O", "H", "H", "H", "H", "H", "H", "H", "H"],
  "coordinates": [[0.9943, -0.2053, -0.7361], [0.1546, 0.7806, -0.3716], [-0.5494, -1.1968, 0.6175], [1.0400, -2.6617, -0.3827], [0.0704, 2.2997, -0.4053], [0.6721, -1.4522, -0.1760], [-0.7154, 0.1314, 0.5687], [-1.1277, -2.2139, 1.2501], [0.7108, -3.6297, 0.2501], [1.8234, -0.0833, -1.3914], [1.8031, -2.7408, -1.2681], [-0.4484, 2.6472, -1.1924], [-0.3238, 2.6666, 0.5636], [1.0772, 2.6656, -0.4922], [-1.5588, 0.6802, 0.7919], [-0.5283, -3.0280, 1.0552], [-1.9056, -2.1965, 1.8094]],
  "energy_ev": -11825.4373,
  "orbital_gap_ev": 9.73,
  "max_force_ev_per_a": 8.23,
  "total_charge": 1,
  "smiles": "Cc1cn(C=O)c(=[NH2+])[nH]1",
  "homo_ev": -13.625
}

=====

10.
{
  "formula": "C5H8N3O",
  "method": "ωB97M-V/def2-TZVPD",
  "symbols": ["C", "C", "C", "C", "C", "N", "N", "N", "O", "H", "H", "H", "H", "H", "H", "H", "H"],
  "coordinates": [[-0.4910, -0.0158, 3.2307], [-2.2095, 1.4369, -0.7191], [2.1477, -0.4225, -0.5055], [1.3781, -1.5382, -0.9987], [-1.4035, 0.1951, -0.9409], [0.0508, -0.1226, 2.2526], [-0.2354, 0.4176, -0.4821], [0.7340, -0.4189, -0.4336], [-1.8716, 2.2997, 0.1439], [-0.8024, 0.2126, 4.2313], [-3.0381, 1.5981, -1.3979], [2.4505, -0.5346, 0.5238], [2.6797, 0.4409, -0.8550], [1.3838, -1.6961, -2.1076], [1.2485, -2.4622, -0.4918], [-1.7433, -0.7029, -1.5327], [-0.2783, 1.3130, 0.0827]],
  "energy_ev": -11820.4169,
  "orbital_gap_ev": [8.59, 8.59],
  "max_force_ev_per_a": 4.45,
  "total_charge": 1,
  "homo_ev": [-13.815, -13.815]
}

=====

11.
{
  "formula": "C5H8N3O",
  "method": "ωB97M-V/def2-TZVPD",
  "symbols": ["C", "C", "C", "C", "C", "N", "N", "N", "O", "H", "H", "H", "H", "H", "H", "H", "H"],
  "coordinates": [[-2.4583, -2.6615, 0.6832], [-0.9358, -1.3736, -0.2053], [0.5373, 1.3150, -1.1048], [1.6360, 0.6205, -0.3124], [0.3803, 0.8988, 0.3496], [-1.9092, -3.3697, -0.1962], [-1.0412, -2.5528, -0.7771], [-0.0921, 1.3457, 1.4210], [-1.8156, -1.4400, 0.7792], [-3.2963, -2.8816, 1.3210], [0.6993, 2.3331, -1.0964], [0.0414, 0.8317, -1.9103], [1.9632, -0.4039, -0.4580], [2.2963, 1.4745, 0.1223], [-0.9343, 1.8439, 1.3968], [0.2822, 1.0650, 2.3509], [-0.6716, -2.7504, -1.7523]],
  "energy_ev": -11821.6111,
  "orbital_gap_ev": 9.93,
  "max_force_ev_per_a": 3.74,
  "total_charge": 1,
  "homo_ev": -13.897
}

=====

12.
{
  "formula": "C5H8N3O",
  "method": "ωB97M-V/def2-TZVPD",
  "symbols": ["C", "C", "C", "C", "C", "N", "N", "N", "O", "H", "H", "H", "H", "H", "H", "H", "H"],
  "coordinates": [[-0.3949, -0.8716, 0.5900], [-0.3437, 0.2186, 1.3317], [0.0666, 2.2304, -0.1053], [0.0115, 0.1598, -1.5499], [-0.0477, -2.2638, -1.4594], [-0.1138, -0.9102, -0.8396], [-0.0376, 1.5605, 0.9780], [0.3684, 2.3476, 2.0808], [-0.0349, 1.4356, -1.3189], [-0.3133, -1.9059, 1.1024], [-0.3789, 0.1318, 2.3569], [0.0644, 0.0512, -2.6541], [-0.8836, -2.7675, -1.0857], [-0.1158, -2.2150, -2.5368], [0.8842, -2.9325, -1.1485], [-0.0988, 3.1995, 2.2882], [1.3678, 2.5314, 1.9703]],
  "energy_ev": -11820.6570,
  "orbital_gap_ev": 8.40,
  "max_force_ev_per_a": 2.64,
  "total_charge": 1,
  "homo_ev": -13.652
}

=====

13.
{
  "formula": "C5H8N3O3S",
  "method": "ωB97M-V/def2-TZVPD",
  "symbols": ["C", "C", "C", "C", "C", "N", "N", "N", "O", "O", "O", "S", "H", "H", "H", "H", "H", "H", "H", "H"],
  "coordinates": [[0.1364, -0.8427, -0.6235], [-1.2261, -1.0991, -1.2039], [0.0405, 0.5408, -0.3390], [-1.0395, -1.2884, -2.7762], [0.5157, 1.1102, 3.1451], [-2.0705, -0.0095, -0.9659], [-1.2685, 0.9209, -0.4809], [0.9606, -1.7800, -0.3727], [0.7884, 2.7644, 0.9084], [1.3505, 0.6711, 2.0903], [2.4469, 1.1740, -0.0287], [1.1565, 1.4089, 0.5714], [-1.6599, -1.9842, -0.9207], [-0.2875, -2.0425, -2.9049], [-0.4823, -0.3932, -3.1777], [-2.0350, -1.5654, -3.2141], [0.8548, 2.0877, 3.8076], [0.3942, 0.3029, 3.9341], [-0.4204, 1.3288, 2.6648], [1.8450, -1.3048, -0.1135]],
  "energy_ev": -26761.2896,
  "orbital_gap_ev": 7.74,
  "max_force_ev_per_a": 4.03,
  "total_charge": -1,
  "smiles": "[H]/N=C1\\C(=[S@](=O)([O-])OC)N=N[C@H]1C",
  "homo_ev": -4.136
}

=====

14.
{
  "formula": "C5H8N4",
  "method": "ωB97M-V/def2-TZVPD",
  "symbols": ["C", "C", "C", "C", "C", "N", "N", "N", "N", "H", "H", "H", "H", "H", "H", "H", "H"],
  "coordinates": [[1.6037, -0.4594, 1.3413], [2.7335, 0.8017, -0.2888], [2.6570, 0.3871, 1.1054], [1.0386, -0.6140, -0.8179], [-2.1922, 0.0743, 1.4578], [0.9888, -1.0957, 0.3639], [1.9264, 0.3322, -1.1861], [-2.3373, -0.6866, 0.2610], [-2.4597, 0.7053, 0.2166], [1.1854, -0.6327, 2.3455], [3.5420, 1.4045, -0.6129], [3.2857, 0.7665, 1.8472], [-2.9028, -0.0148, 2.3293], [0.4900, -0.9981, -1.5953], [-1.1266, 0.1672, 1.8708], [-1.5293, -1.0161, -0.2209], [-3.4069, 0.9599, 0.0323]],
  "energy_ev": -11271.7759,
  "orbital_gap_ev": 9.68,
  "max_force_ev_per_a": 3.48,
  "total_charge": 0,
  "smiles": "c1cncnc1.C1NN1",
  "homo_ev": -9.031
}

=====

Asked for energy relative to the best compared isomer or geometry (same formula, charge and spin) across the records above, the calculation gives 22.2 54.8 116.2 45.8 53.7 36.0 98.0 43.1 12.1 127.9 100.3 122.3 0.0 64.0 kcal per mole in order.